[1]
Entry from OMol25: 6 unconnected molecules or ions with the total composition CH15N2O5 (the ωB97M-V functional and the def2-TZVPD basis).

The geometry in XYZ format:
```
23
Properties=species:S:1:pos:R:3:nbo_charge:R:1
N 0.601 1.269 -0.313 -0.734
C 1.268 0.404 0.423 0.392
N 0.646 -0.579 1.015 -0.732
H -0.261 0.974 -0.768 0.450
H 1.071 2.084 -0.669 0.424
H 2.304 0.635 0.626 0.247
H 1.177 -1.366 1.369 0.442
H -0.358 -0.749 0.943 0.448
H -2.846 -0.293 0.880 0.489
H -2.643 -1.150 -0.349 0.498
O -2.228 -0.929 0.495 -0.967
H 2.725 2.352 2.377 0.483
H 2.775 3.543 1.405 0.489
O 2.914 2.585 1.461 -0.964
H -2.462 -1.627 -2.933 0.487
H -3.951 -1.423 -3.364 0.504
O -3.251 -1.095 -2.792 -0.974
H 3.105 -2.962 2.818 0.496
H 3.036 -2.794 1.312 0.478
O 2.846 -2.326 2.138 -0.963
H -2.329 0.520 -2.489 0.512
H -2.341 1.846 -1.690 0.486
O -1.795 1.080 -1.895 -0.992
```

The molecular weight comes out at 135.14 g mol⁻¹. The calculation puts the largest force on an atom at 1.3 eV/Å. As for the HOMO energy: -14.4 eV. The LUMO energy comes out at -2.4839 eV. The energy above the lowest of the compared OMol25 structures with the same formula, charge and spin comes out at 0.2401 eV. Its net charge is +1.


[2]
Entry from OMol25: 6 unconnected molecules or ions with the total composition CH15NO5 (the ωB97M-V functional and the def2-TZVPD basis).

The geometry in XYZ format:
```
22
Properties=species:S:1:pos:R:3:nbo_charge:R:1
C -1.868 0.064 0.143 -0.415
N -1.174 -0.681 -0.859 -0.873
H -1.732 -0.487 1.013 0.188
H -1.678 1.147 0.282 0.193
H -2.977 -0.089 0.015 0.178
H -1.846 -1.468 -1.088 0.357
H -0.337 -1.080 -0.513 0.395
H 0.278 1.232 4.035 0.491
H -1.338 1.387 3.873 0.488
O -0.507 1.155 3.421 -0.968
H 0.771 -1.403 1.969 0.466
H -0.358 -0.559 2.502 0.489
O -0.070 -1.473 2.428 -0.965
H 1.269 0.867 -2.360 0.503
H 1.976 2.115 -1.752 0.482
O 1.981 1.168 -1.771 -0.995
H -0.604 0.105 -2.611 0.502
H -0.266 0.350 -4.113 0.468
O -0.451 0.810 -3.256 -0.981
H 2.283 -0.466 -0.794 0.513
H 2.348 -1.627 0.223 0.463
O 1.751 -1.115 -0.263 -0.982
```

The molecular weight comes out at 121.13 g mol⁻¹. The SMILES is CN.O.O.O.O.O. The calculation puts the largest force on an atom at 3.3 eV/Å. As for the HOMO energy: -9.2 eV. The LUMO energy comes out at 0.5657 eV. The energy above the lowest of the compared OMol25 structures with the same formula, charge and spin comes out at 1.1058 eV.


[3]
Entry from OMol25: 6 unconnected molecules or ions with the total composition CH15NO6 (the ωB97M-V functional and the def2-TZVPD basis).

The geometry in XYZ format:
```
23
Properties=species:S:1:pos:R:3:nbo_charge:R:1
N 0.575 1.056 -1.194 -0.867
C 0.702 1.822 -0.004 0.064
O 0.571 1.106 1.248 -0.829
H 1.258 0.307 -1.185 0.367
H -0.375 0.698 -1.301 0.389
H 1.658 2.346 -0.013 0.142
H -0.023 2.629 0.096 0.160
H 0.590 0.136 1.081 0.526
H 1.103 2.011 2.864 0.502
H 1.918 3.299 3.076 0.455
O 1.616 2.508 3.521 -0.973
H 2.308 -4.883 -3.818 0.451
H 1.131 -3.978 -3.574 0.449
O 1.908 -4.328 -3.120 -0.969
H -2.672 1.174 1.843 0.450
H -1.216 1.015 1.325 0.482
O -2.139 0.709 1.194 -1.085
H -0.237 -2.387 0.825 0.468
H -0.751 -1.284 -0.103 0.510
O 0.044 -1.574 0.399 -1.039
H -2.882 -0.465 -0.406 0.450
H -2.831 -0.957 -1.779 0.317
O -2.256 -0.962 -0.975 -1.423
```

The molecular weight comes out at 137.13 g mol⁻¹. The spin multiplicity is 2. The calculation puts the largest force on an atom at 1.3 eV/Å. As for the HOMO energy (alpha / beta): 0.7 / -7.0 eV. The LUMO energy (alpha / beta) comes out at 3.0916 / 3.0476 eV. The energy above the lowest of the compared OMol25 structures with the same formula, charge and spin comes out at 0.0000 eV. Its net charge is -1.


[4]
Entry from OMol25: 7 unconnected molecules or ions with the total composition CH15NO6 (the ωB97M-V functional and the def2-TZVPD basis).

The geometry in XYZ format:
```
23
Properties=species:S:1:pos:R:3:nbo_charge:R:1
C -1.577 -0.982 -0.915 -0.063
N -1.415 0.288 -0.484 -0.701
H -0.916 -1.071 -1.917 0.197
H -2.374 -1.833 -0.735 0.212
H -1.941 0.470 0.467 0.385
H -0.717 2.146 2.648 0.478
H -0.928 2.648 1.260 0.476
O -1.408 1.982 1.864 -0.946
H 1.394 -2.851 -0.792 0.502
H 1.743 -2.581 0.781 0.495
O 1.153 -2.414 0.045 -0.982
H 0.994 0.937 0.856 0.467
H 2.575 0.375 1.153 0.495
O 1.862 1.056 0.649 -0.961
H 1.210 0.906 -2.343 0.498
H 1.334 -0.241 -1.311 0.472
O 1.603 0.027 -2.187 -0.978
H 0.216 2.460 -0.849 0.453
H -0.886 1.569 -1.589 0.505
O -0.157 2.397 -1.752 -0.993
H -0.479 -2.122 1.038 0.486
H -0.562 -1.157 2.101 0.445
O -0.725 -2.011 2.012 -0.940
```

The molecular weight comes out at 137.13 g mol⁻¹. The SMILES is C=N.O.O.O.O.O.O. The calculation puts the largest force on an atom at 7.4 eV/Å. As for the HOMO energy: -10.5 eV. The LUMO energy comes out at -0.0476 eV. The energy above the lowest of the compared OMol25 structures with the same formula, charge and spin comes out at 4.3097 eV.


[5]
Entry from OMol25: 8 unconnected molecules or ions with the total composition CH16Cl2O7 (the ωB97M-V functional and the def2-TZVPD basis).

The geometry in XYZ format:
```
26
Properties=species:S:1:pos:R:3:nbo_charge:R:1
O 2.489 -4.106 2.873 -0.913
H 2.450 -4.372 1.955 0.464
H 2.253 -3.178 2.865 0.457
O -2.272 -0.027 -3.981 -0.858
H -2.891 -0.374 -3.338 0.478
H -1.677 0.521 -3.470 0.465
O -0.862 2.827 0.900 -0.969
H -0.378 3.652 0.936 0.496
H -1.725 3.070 0.566 0.505
O 1.342 2.574 -1.129 -0.951
H 2.088 3.153 -0.971 0.483
H 0.904 2.509 -0.280 0.467
O -0.181 1.339 2.957 -0.969
H 0.677 1.751 3.063 0.469
H -0.531 1.717 2.151 0.479
O -2.591 -0.919 2.439 -0.917
H -1.747 -1.345 2.290 0.459
H -2.396 -0.208 3.050 0.486
O 1.748 -1.651 -4.255 -0.692
H 1.622 -0.765 -3.914 0.481
H 0.869 -2.029 -4.270 0.482
C 0.148 -0.698 -0.081 -0.476
Cl -0.095 -1.192 -1.737 0.335
Cl 0.360 -2.072 1.051 0.111
H 1.052 -0.097 0.012 0.308
H -0.658 -0.082 0.318 0.318
```

The molecular weight comes out at 211.04 g mol⁻¹. The spin multiplicity is 2. The calculation puts the largest force on an atom at 1.9 eV/Å. As for the HOMO energy (alpha / beta): -14.1 / -14.1 eV. The LUMO energy (alpha / beta) comes out at -3.7538 / -11.2035 eV. Its net charge is +1.


[6]
Entry from OMol25: 7 unconnected molecules or ions with the total composition CH16O7 (the ωB97M-V functional and the def2-TZVPD basis).

The geometry in XYZ format:
```
24
Properties=species:S:1:pos:R:3:nbo_charge:R:1
C -1.172 -0.101 2.742 -0.264
O -1.440 -0.257 1.337 -0.814
H -1.932 -0.620 3.328 0.167
H -0.245 -0.617 2.995 0.172
H -1.174 0.971 2.919 0.193
H -0.760 -0.899 0.907 0.487
H 1.511 -0.960 0.812 0.484
H 2.807 -0.371 0.500 0.474
O 2.111 -0.270 1.152 -0.961
H -0.182 -1.662 -0.853 0.535
H -0.287 -2.669 0.263 0.495
O 0.007 -1.767 0.107 -0.946
H 1.088 1.415 0.739 0.483
H -0.333 1.101 0.979 0.474
O 0.238 1.883 0.814 -0.995
H -0.194 -0.720 -3.173 0.508
H 0.878 -1.792 -3.004 0.488
O 0.263 -1.244 -2.504 -0.965
H -1.733 0.860 -0.597 0.494
H -2.836 0.711 -1.560 0.469
O -1.886 0.587 -1.518 -0.966
H 1.208 0.605 -1.844 0.470
H 1.303 1.868 -1.025 0.486
O 1.793 1.348 -1.680 -0.968
```

The molecular weight comes out at 140.13 g mol⁻¹. The SMILES is CO.O.O.O.O.O.O. The calculation puts the largest force on an atom at 2.1 eV/Å. As for the HOMO energy: -10.1 eV. The LUMO energy comes out at -0.0566 eV. The energy above the lowest of the compared OMol25 structures with the same formula, charge and spin comes out at 0.5388 eV.


[7]
Entry from OMol25: 9 unconnected molecules or ions with the total composition CH17O10 (the ωB97M-V functional and the def2-TZVPD basis).

The geometry in XYZ format:
```
28
Properties=species:S:1:pos:R:3:nbo_charge:R:1
O -0.586 1.837 -0.296 -0.853
C -1.033 2.411 0.760 0.646
O -0.659 2.021 1.912 -0.709
H -1.851 3.116 0.585 0.088
H -0.750 1.657 -3.193 0.474
H -0.957 1.180 -1.667 0.515
O -0.951 0.854 -2.632 -1.012
H -2.969 -1.465 -0.709 0.420
H -2.450 -0.730 0.334 0.482
O -3.216 -1.182 0.107 -0.921
H 2.369 -2.441 0.545 0.489
H 1.585 -1.490 -0.230 0.473
O 2.435 -1.827 -0.146 -0.952
H -1.437 -0.734 -2.877 0.496
H -2.066 -1.706 -1.799 0.414
O -1.571 -1.684 -2.806 -0.943
H 2.444 1.182 1.747 0.497
H 2.837 -0.154 1.120 0.485
O 2.643 0.174 2.091 -0.998
H 1.116 2.047 -0.558 0.505
H 1.864 0.701 -0.241 0.455
O 2.001 1.579 -0.542 -0.983
H -0.772 -0.259 1.394 0.483
H -0.451 0.434 0.100 0.491
O -0.686 -0.467 0.455 -1.021
H 0.556 -1.458 1.623 0.481
H 1.503 -1.456 2.713 0.488
O 1.048 -2.143 2.211 -0.989
```

The molecular weight comes out at 189.14 g mol⁻¹. The calculation puts the largest force on an atom at 5.5 eV/Å. As for the HOMO energy: -7.0 eV. The LUMO energy comes out at 3.2420 eV. Its net charge is -1.